Entry 1:
Here is a structure of composition C5H5InO in a non-equilibrium geometry from the OMol25 dataset. Energies are from wB97M-V/def2-TZVPD.

Geometry as XYZ:
```
12
C5H5InO | the OMol25 dataset | wB97M-V/def2-TZVPD
C 1.555 1.226 -0.806
H -1.765 -0.433 2.047
C -1.060 -0.567 1.220
H -0.982 -0.305 -1.024
C 1.979 0.130 -1.265
H 2.305 -1.826 -0.744
In -0.575 1.998 0.888
C 1.751 -1.203 -1.471
O 0.834 2.052 -0.214
C -1.454 -0.251 -0.042
H -0.113 -0.934 1.620
H -2.473 0.113 -0.209
```

Properties
Multiplicity ... 1
Energy relative to the best compared isomer or geometry (same formula, charge and spin) ... 0.712 eV
Orbital gap (alpha / beta) ... 7.883 / 6.368 eV
Net charge ... +2
Lowest unoccupied orbital energy (alpha / beta) ... -0.40877 / -0.45567 Ha

Entry 2:
Here is the molecule C5H10N2O2 in a non-equilibrium geometry from the OMol25 dataset. Energies are from wB97M-V/def2-TZVPD.

Geometry as XYZ:
```
19
C5H10N2O2 | the OMol25 dataset | wB97M-V/def2-TZVPD
H -1.078 -1.245 -1.807
H 2.279 -1.570 0.402
C -0.803 1.361 0.602
H -1.527 1.700 1.455
C -2.022 -0.887 0.347
C -0.990 -1.574 -0.613
C -0.904 -0.135 0.858
O 3.234 0.513 0.059
O -1.370 1.724 -0.781
H -1.913 2.721 -0.797
H 0.258 1.808 0.526
H -2.694 -1.592 0.937
H 1.015 0.626 -1.021
H -0.883 -2.651 -0.510
C 2.383 -0.399 0.194
H -2.811 -0.451 -0.422
N 0.043 -0.803 0.031
N 1.007 -0.248 -0.488
H -0.892 -0.075 1.879
```

Properties
Multiplicity ... 1
Energy relative to the best compared isomer or geometry (same formula, charge and spin) ... 7.038 eV
Orbital gap ... 9.199 eV
Lowest unoccupied orbital energy ... 0.02243 Ha
Structure (SMILES) ... O=CNN1CC[C@@H]1CO

Entry 3:
Here is a cluster of 2 separate species, C10H16 in total in a non-equilibrium geometry from the OMol25 dataset. Energies are from wB97M-V/def2-TZVPD.

Geometry as XYZ:
```
26
C10H16 | the OMol25 dataset | wB97M-V/def2-TZVPD
H 2.782 -2.596 -2.764
H -0.252 0.351 -1.083
H -0.576 -0.631 2.478
H 1.043 -0.737 3.390
H -3.654 2.388 0.237
H -2.317 1.260 -1.553
C -0.606 2.320 1.793
H 2.069 -1.460 -1.808
H 0.112 -2.378 -1.638
C -0.698 1.039 -0.248
H -2.454 3.345 2.263
H 0.733 -3.936 -2.397
H 1.472 0.020 0.677
C 0.519 -2.786 -2.553
C -0.025 1.366 0.948
C 1.895 -1.972 -2.802
H -0.010 2.612 2.633
C -2.612 2.175 0.406
H -0.111 -2.920 -3.402
C 0.574 -0.630 2.431
H 1.921 -1.017 -3.448
H 1.986 1.051 1.881
H 0.917 -1.622 2.115
C -1.912 1.541 -0.586
C 1.148 0.523 1.492
C -1.942 2.694 1.539
```

Properties
Multiplicity ... 2
Energy relative to the best compared isomer or geometry (same formula, charge and spin) ... 2.052 eV
Orbital gap (alpha / beta) ... 9.906 / 5.829 eV
Net charge ... +1
Lowest unoccupied orbital energy (alpha / beta) ... -0.15687 / -0.30669 Ha

Entry 4:
Here is a structure of composition C39H27Cl5CsN5O3S in a non-equilibrium geometry from the OMol25 dataset. Energies are from wB97M-V/def2-TZVPD.

Geometry as XYZ:
```
81
C39H27Cl5CsN5O3S | the OMol25 dataset | wB97M-V/def2-TZVPD
Cl 4.231 -1.028 -2.415
H -5.067 -0.244 3.804
H -5.777 -2.482 3.014
H 1.791 -1.975 0.327
C -4.002 -2.765 1.843
N 3.264 1.918 1.082
H -0.975 3.725 1.122
Cl -0.328 -2.704 -4.697
C 4.611 3.901 0.943
H 0.375 -4.465 -2.093
C 1.619 -2.815 -0.339
S -7.625 4.594 2.550
C -5.871 6.443 3.711
H 2.185 -3.678 0.010
Cl 5.699 -1.275 -5.169
C -3.159 -0.363 2.792
N -0.643 -2.591 0.485
C -1.925 3.397 4.157
H -5.406 6.451 4.697
C -0.493 3.533 2.083
C 6.536 2.740 2.551
N -1.828 1.615 2.593
H -3.793 0.788 5.181
Cl 1.085 -2.821 -7.478
H 7.297 2.293 3.177
C -2.750 3.451 -0.739
C 3.299 -2.006 -6.164
C -5.782 5.182 0.552
H -2.068 -4.890 -2.256
H -4.290 -3.744 1.491
C -2.776 2.664 4.962
H -6.367 6.079 0.382
C -3.918 3.730 -0.018
C -4.826 -2.069 2.706
C -4.371 2.829 0.972
C 4.427 2.602 1.420
C -0.308 -4.015 -1.389
C -3.155 1.397 4.558
C -4.676 4.905 -0.215
C -2.801 -2.173 1.435
Cs 0.625 1.052 -0.804
C -6.152 4.311 1.576
C -4.420 -0.835 3.173
H 1.960 -2.564 -1.345
H -5.225 5.945 2.991
H -3.146 3.081 5.892
C 5.404 2.022 2.232
C 1.352 -2.253 -4.804
C 1.985 -1.851 -3.631
H -3.846 1.891 1.086
N 3.213 0.695 1.487
C -2.678 0.922 3.334
C -1.948 -2.823 0.418
C 3.337 -1.556 -3.811
C -7.212 5.770 3.808
H 3.832 4.317 0.320
O -8.028 6.019 4.665
H -3.580 -3.755 -0.643
C 0.169 -3.145 -0.399
Cl 4.072 -2.041 -7.711
C 1.952 -2.331 -6.053
C -1.439 2.819 2.978
C -5.447 3.122 1.767
C 5.750 4.608 1.273
H -0.152 4.471 2.515
H -5.761 2.442 2.550
H 5.889 5.611 0.895
O 2.345 2.531 0.423
C -1.692 3.198 -1.325
H 0.364 2.900 1.869
C -2.510 -3.631 -0.572
H 5.250 1.020 2.595
H -1.622 4.394 4.445
O 2.156 0.053 1.200
C 4.008 -1.638 -5.026
C 6.720 4.033 2.080
C -1.664 -4.251 -1.479
H 7.613 4.581 2.348
N -2.393 -1.014 1.931
H -6.026 7.479 3.400
H -4.380 5.583 -1.005
```

Properties
Multiplicity ... 1
Energy relative to the best compared isomer or geometry (same formula, charge and spin) ... 0.432 eV
Orbital gap ... 6.621 eV
Net charge ... -2
Lowest unoccupied orbital energy ... 0.13444 Ha

Entry 5:
Here is the molecule CH3NS2 in a non-equilibrium geometry from the OMol25 dataset. Energies are from wB97M-V/def2-TZVPD.

Geometry as XYZ:
```
7
CH3NS2 | the OMol25 dataset | wB97M-V/def2-TZVPD
S -2.102 -0.061 -0.134
S 1.944 -0.035 -0.236
N 0.419 -0.344 0.521
H -0.198 1.538 0.071
C -0.528 0.498 0.212
H 0.164 -1.361 0.220
H 2.796 0.774 0.709
```

Properties
Multiplicity ... 1
Energy relative to the best compared isomer or geometry (same formula, charge and spin) ... 1.628 eV
Orbital gap ... 8.731 eV
Lowest unoccupied orbital energy ... -0.00415 Ha
Structure (SMILES) ... S=CNS

Entry 6:
Here is a cluster of 2 separate species, CHCl2NO in total in a non-equilibrium geometry from the OMol25 dataset. Energies are from wB97M-V/def2-TZVPD.

Geometry as XYZ:
```
6
CHCl2NO | the OMol25 dataset | wB97M-V/def2-TZVPD
Cl -0.042 2.093 0.039
C 2.636 -0.460 -0.137
Cl 4.162 -0.013 0.024
H -1.015 0.092 0.142
O -1.172 0.940 0.495
N 1.501 -0.695 -0.139
```

Properties
Multiplicity ... 1
Energy relative to the best compared isomer or geometry (same formula, charge and spin) ... 0.574 eV
Orbital gap ... 10.530 eV
Lowest unoccupied orbital energy ... 0.01161 Ha
Structure (SMILES) ... N#CCl.OCl

Entry 7:
Here is a cluster of 6 separate species, C18H56O27P7 in total in a non-equilibrium geometry from the OMol25 dataset. Energies are from wB97M-V/def2-TZVPD.

Geometry as XYZ:
```
108
C18H56O27P7 | the OMol25 dataset | wB97M-V/def2-TZVPD
H -3.224 0.832 5.458
H 1.960 0.832 2.051
P -2.939 -2.089 6.467
O 3.653 -5.287 -1.403
O 0.605 3.413 -5.432
P 2.790 3.413 2.290
H -0.622 -1.739 5.081
O -1.959 2.985 -5.717
H -4.415 1.917 -2.764
P -2.593 5.403 -0.644
O -3.426 -2.822 7.814
H -2.168 -2.310 1.215
H 5.693 -7.855 -0.510
C -3.390 2.885 -0.971
O -0.150 1.588 -7.008
C 3.492 -5.296 -4.751
H 4.209 5.882 4.059
H 2.077 -4.130 -2.107
H -2.418 3.611 -8.278
O -2.847 -2.982 5.268
O -3.976 -0.865 6.319
O 4.152 -6.073 -3.771
H -0.760 -0.278 -7.577
O -0.493 4.034 -7.618
H -2.060 0.766 -6.977
H 6.122 -8.188 -2.203
C -3.859 -0.017 5.198
P -0.621 3.000 -6.389
O -3.698 4.105 -0.208
O 1.295 -2.088 0.643
H -1.009 -1.003 0.840
O -1.556 -1.386 6.906
O -2.488 1.841 1.720
O -0.745 1.585 -0.487
H -1.351 1.051 -8.592
H 2.546 2.768 -5.541
O -5.705 1.655 -1.081
H 0.430 -4.202 4.067
H 3.781 4.584 5.197
P -2.457 1.518 -0.020
H -2.212 2.806 1.880
O 1.870 -6.740 -2.656
H 3.708 -3.403 -2.201
H 3.474 2.515 -0.139
C -0.656 -1.001 5.886
O -6.069 2.173 0.059
C -1.502 -1.558 1.643
H -1.590 4.977 -9.057
C -2.358 3.389 -2.143
H 2.158 -4.446 4.406
H -2.098 -0.857 2.231
C -0.539 -4.621 0.465
C -1.456 3.975 -8.647
O -0.562 -2.179 2.496
H -4.851 0.355 4.936
H 4.811 4.232 3.790
O 0.338 -4.357 1.537
H 4.869 3.564 -0.472
H -1.565 -4.638 0.839
H -3.370 5.829 -1.793
H 1.317 -3.022 5.060
O 1.775 -2.953 3.065
H -0.947 -0.029 5.482
H -1.833 2.543 -2.778
H -3.035 3.934 -2.947
O -2.961 0.043 -0.300
O 2.784 4.571 3.407
C -1.139 0.746 -7.565
P 3.329 -6.473 -2.444
P 0.753 -2.827 1.828
H 1.904 3.410 -7.071
H -1.868 4.975 0.529
H 5.858 -6.514 -1.665
O 4.159 -7.718 -1.853
H 3.541 -4.240 -4.480
H 2.910 0.091 3.350
H -3.454 6.248 0.186
C 5.528 -7.549 -1.547
H -3.439 -0.544 4.337
H -2.897 -2.374 9.741
C 3.043 -4.032 -1.605
H 5.065 2.158 0.593
C 2.932 0.836 2.552
H 0.344 -0.915 6.317
H -3.496 -0.984 8.807
H 2.297 4.518 -5.738
H 3.714 0.563 1.840
C -3.618 -2.056 8.984
C 4.380 2.952 0.288
C 3.962 4.821 4.145
H -1.738 6.553 -0.872
O 4.090 3.764 1.404
H -4.628 -2.238 9.359
O 3.218 2.099 3.118
H -1.091 3.318 -9.440
H 2.890 -3.558 -0.634
C 1.900 3.529 -5.984
H 2.449 -5.600 -4.867
H 4.001 -5.436 -5.707
O -1.498 4.507 -1.659
C 1.390 -3.695 4.203
H -0.302 -5.604 0.053
H -6.443 3.107 -0.057
O 1.516 3.289 1.513
H -0.483 2.528 -0.197
H -0.446 -3.874 -0.326
H -5.252 3.523 -2.221
C -4.759 2.535 -1.803
```

Properties
Multiplicity ... 1
Orbital gap ... 6.487 eV
Net charge ... -1
Lowest unoccupied orbital energy ... 0.07518 Ha

Entry 8:
Here is a structure of composition C2H4AgMgO in a non-equilibrium geometry from the OMol25 dataset. Energies are from wB97M-V/def2-TZVPD.

Geometry as XYZ:
```
9
C2H4AgMgO | the OMol25 dataset | wB97M-V/def2-TZVPD
H -2.158 -0.145 -0.894
H -0.068 -1.475 0.940
O 1.789 1.174 -0.043
Mg 0.743 2.722 -0.073
H -2.111 -0.099 0.979
C -0.431 -1.003 0.022
H -0.098 -1.493 -0.898
C -1.606 -0.319 0.034
Ag 3.940 0.638 -0.066
```

Properties
Multiplicity ... 2
Energy relative to the best compared isomer or geometry (same formula, charge and spin) ... 0.207 eV
Orbital gap (alpha / beta) ... 4.953 / 6.763 eV
Lowest unoccupied orbital energy (alpha / beta) ... -0.03943 / -0.04394 Ha